Here is a 2-piece molecular cluster, C5H8ClN2O2 overall from the Open Molecules 2025 dataset. Energies are from ωB97M-V with the def2-TZVPD basis set.

Its HOMO energy (alpha / beta) is -0.483 / -0.483 hartree. As for the net charge: +1. The orbital gap (alpha / beta) is 7.35 / 7.35 eV.

XYZ file:
```
18
Properties=species:S:1:pos:R:3:forces:R:3
C 1.56146 1.28797 0.08087 2.4 -0.5 0.7
C -2.32590 -0.29042 0.75890 -0.9 4.2 -0.5
C 0.47153 0.59146 -0.22017 -0.5 0.4 -1.2
C -0.78677 1.16173 -0.30023 -3.0 0.5 0.5
C 2.88289 0.63244 0.41144 0.4 2.0 -1.0
N 0.46863 -0.85121 -0.58525 0.5 1.1 1.2
N -2.52865 -1.53170 0.05295 3.5 -1.2 1.7
O -0.49974 -1.20562 -1.21380 0.2 -0.6 -1.0
O 1.37776 -1.53236 -0.20827 0.2 -0.6 -0.1
Cl -0.99496 2.88276 -0.49162 0.3 -2.2 0.4
H 1.52232 2.37581 0.12899 -0.3 -0.2 0.0
H -3.18301 0.30124 0.32249 0.8 0.2 0.8
H 3.62217 1.46877 0.50588 -0.5 -0.9 0.4
H 2.76379 0.07820 1.36133 0.4 -0.2 -0.8
H 3.20108 0.09682 -0.52381 -0.2 -0.3 1.3
H -2.72182 -1.52779 -0.90217 -0.4 0.0 -2.3
H -3.24925 -1.99713 0.55409 -0.9 -0.9 0.8
H -1.58152 -1.94096 0.26837 -1.7 -0.9 -0.9
```
Positions in Å, forces in eV/Å.